--- P ---
{"formula": "C5H7FO4Rb", "method": "ωB97M-V/def2-TZVPD", "elements": ["Rb", "O", "C", "O", "O", "C", "H", "H", "C", "H", "H", "F", "O", "C", "C", "H", "H", "H"], "coordinates": [[-0.22, -7.63, 2.38], [0.05, -4.88, -0.25], [-0.07, -3.78, 0.35], [-0.11, -3.68, 1.60], [-0.03, -2.68, -0.43], [0.04, -1.42, 0.22], [-0.85, -1.26, 0.84], [0.93, -1.38, 0.88], [0.13, -0.37, -0.85], [1.06, -0.43, -1.44], [-0.76, -0.34, -1.49], [0.20, 1.09, -0.24], [0.95, 3.90, 1.33], [0.37, 3.68, 0.32], [-0.30, 4.64, -0.62], [-1.34, 4.32, -0.77], [0.21, 4.58, -1.59], [-0.26, 5.66, -0.23]], "total_charge": 0, "homo_energy_ha": [-0.2498, -0.2682], "spin_multiplicity": 2, "homo_lumo_gap_ha": [0.196, 0.214], "s_squared": 0.75}

---

--- Q ---
{"formula": "C5H7FO4Rb", "method": "ωB97M-V/def2-TZVPD", "elements": ["Rb", "O", "C", "O", "O", "C", "H", "H", "C", "H", "H", "F", "O", "C", "C", "H", "H", "H"], "coordinates": [[-5.11, -3.16, 0.98], [-1.44, -3.79, 0.62], [-0.86, -2.68, 0.71], [-1.48, -1.61, 0.92], [0.44, -2.64, 0.36], [0.98, -1.37, 0.01], [0.43, -0.96, -0.85], [0.83, -0.68, 0.86], [2.42, -1.47, -0.31], [3.06, -2.10, 0.32], [2.79, -1.09, -1.26], [1.27, 2.26, -0.91], [-0.52, 2.81, -2.16], [0.00, 2.90, -1.09], [-0.60, 3.32, 0.20], [-0.06, 4.21, 0.56], [-0.47, 2.53, 0.95], [-1.68, 3.50, 0.08]], "total_charge": 0, "homo_energy_ha": [-0.2611, -0.2610], "spin_multiplicity": 2, "homo_lumo_gap_ha": [0.210, 0.209], "s_squared": 0.75}

---

The winner here is Q, beating the second structure by 15.3 kcal/mol.

---

--- P ---
{"formula": "C9H17N2OS", "method": "ωB97M-V/def2-TZVPD", "elements": ["C", "C", "O", "C", "C", "C", "N", "C", "S", "C", "C", "C", "N", "H", "H", "H", "H", "H", "H", "H", "H", "H", "H", "H", "H", "H", "H", "H", "H", "H"], "coordinates": [[-2.02, -2.85, 1.32], [-1.87, -2.61, -0.33], [-2.29, -1.22, -0.58], [-1.79, -0.83, -1.94], [-0.28, -0.20, -1.73], [-0.30, 1.35, -1.22], [1.20, 1.58, -1.11], [1.64, 2.96, -0.61], [2.77, 2.59, 0.88], [2.00, 1.21, 1.89], [0.52, 1.56, 2.53], [2.02, 0.36, -1.50], [1.10, -0.78, -1.90], [-0.99, -2.98, 1.86], [-2.69, -1.99, 1.75], [-2.66, -3.85, 1.42], [-2.62, -3.31, -0.94], [-0.75, -2.83, -0.63], [-2.56, -0.05, -2.41], [-1.76, -1.74, -2.68], [-1.17, 2.09, -0.96], [2.20, 3.47, -1.49], [0.70, 3.58, -0.23], [1.91, 0.18, 1.34], [2.72, 1.01, 2.82], [0.26, 0.65, 3.26], [-0.35, 1.56, 1.72], [0.55, 2.55, 3.16], [3.19, 0.29, -1.47], [1.32, -1.77, -2.20]], "total_charge": 1, "homo_energy_ha": -0.4548, "homo_lumo_gap_ha": 0.304, "smiles": "CCOCc1cn(CSCC)c[nH+]1"}

---

--- Q ---
{"formula": "C9H17N2OS", "method": "ωB97M-V/def2-TZVPD", "elements": ["H", "N", "C", "C", "N", "C", "O", "C", "S", "C", "C", "C", "C", "C", "H", "H", "H", "H", "H", "H", "H", "H", "H", "H", "H", "H", "H", "H", "H", "H"], "coordinates": [[1.16, -1.13, 3.23], [1.03, -0.45, 2.50], [0.89, -0.86, 1.33], [0.87, -2.23, 0.74], [0.77, 0.21, 0.34], [-0.35, 0.59, -0.11], [-0.79, 1.51, -0.90], [-1.78, 0.58, -0.23], [-2.66, 1.30, 1.15], [-2.51, -0.35, -1.17], [-2.98, -1.61, -0.46], [2.04, 0.88, -0.04], [2.06, 2.28, 0.56], [2.20, 0.90, -1.55], [1.23, -2.23, -0.29], [-0.14, -2.62, 0.76], [1.49, -2.91, 1.33], [-3.81, 1.48, 0.50], [-3.37, 0.19, -1.57], [-1.85, -0.60, -2.00], [-3.54, -1.37, 0.44], [-2.14, -2.24, -0.18], [-3.63, -2.18, -1.12], [2.83, 0.27, 0.42], [1.29, 2.90, 0.11], [1.91, 2.24, 1.64], [3.03, 2.74, 0.37], [3.21, 1.19, -1.80], [1.52, 1.61, -2.01], [2.02, -0.09, -1.98]], "total_charge": 1, "homo_energy_ha": -0.5045, "homo_lumo_gap_ha": 0.388, "smiles": "[H]/N=C(C)/[N+](=C1/O[C@@]1(S)CC)C(C)C"}

---

The winner here is Q, beating the second structure by 147.5 kcal/mol.

---

--- P ---
{"formula": "C5H16NO2", "method": "ωB97M-V/def2-TZVPD", "elements": ["C", "C", "C", "C", "C", "N", "H", "H", "H", "H", "H", "H", "H", "H", "H", "H", "H", "H", "H", "H", "O", "H", "H", "O"], "coordinates": [[-1.11, 1.08, -1.82], [-1.04, -0.31, -1.16], [-0.19, -0.43, 0.16], [0.07, -1.88, 0.59], [-0.80, 0.46, 1.23], [0.11, 1.64, -2.21], [-1.72, 0.92, -2.64], [-1.76, 1.78, -1.34], [-0.59, -1.14, -1.87], [-2.05, -0.81, -0.98], [-0.92, -2.40, 0.78], [0.73, -2.06, 1.44], [-1.84, 0.45, 1.57], [-0.27, 0.52, 2.13], [-0.63, 1.43, 0.85], [0.71, 0.05, -0.05], [0.82, 0.90, -2.35], [0.15, 2.37, -2.89], [1.78, 0.95, 4.92], [2.49, -0.31, 4.54], [1.98, 0.39, 4.18], [0.51, -2.47, -0.21], [2.15, -0.58, -2.74], [1.40, -0.54, -2.12]], "total_charge": 1, "homo_energy_ha": -0.5119, "homo_lumo_gap_ha": 0.158}

---

--- Q ---
{"formula": "C5H16NO2", "method": "ωB97M-V/def2-TZVPD", "elements": ["C", "C", "C", "C", "C", "N", "H", "H", "H", "H", "H", "H", "H", "H", "H", "H", "H", "H", "H", "H", "O", "H", "H", "O"], "coordinates": [[1.07, 1.24, -2.19], [0.80, 1.98, -0.87], [1.72, 1.54, 0.29], [1.36, 0.12, 0.64], [0.76, -0.19, 1.76], [0.22, -1.57, 1.93], [0.23, 0.61, -2.45], [1.25, 1.93, -3.01], [1.97, 0.63, -2.14], [0.82, 3.07, -0.97], [-0.21, 1.75, -0.53], [2.75, 1.75, 0.04], [1.47, 2.18, 1.15], [1.50, -0.53, -0.22], [0.57, 0.46, 2.61], [0.63, -1.89, 2.81], [-0.79, -1.58, 2.07], [0.40, -2.11, 1.09], [-2.27, -2.12, -0.26], [-1.69, -3.57, 0.18], [-1.70, -2.63, 0.34], [-3.33, -0.03, -1.42], [-4.22, -0.59, -0.29], [-3.29, -0.45, -0.56]], "total_charge": 1, "homo_energy_ha": -0.5213, "homo_lumo_gap_ha": 0.412}

---

The winner here is Q, beating the second structure by 170.9 kcal/mol.

---

--- P ---
{"formula": "C5H15N3O", "method": "ωB97M-V/def2-TZVPD", "elements": ["C", "C", "O", "N", "C", "N", "H", "H", "H", "H", "H", "H", "H", "H", "C", "N", "C", "H", "H", "H", "H", "H", "H", "H"], "coordinates": [[-2.67, 0.84, 1.08], [-1.84, 1.46, -0.03], [-2.28, 2.44, -0.61], [-0.31, 0.94, -0.36], [0.11, 1.32, -1.71], [0.53, 1.30, 0.72], [-3.63, 0.55, 0.65], [-2.84, 1.57, 1.87], [-2.21, -0.06, 1.49], [0.15, 2.40, -1.82], [-0.61, 0.91, -2.42], [1.12, 0.95, -1.92], [0.33, 2.27, 0.98], [1.50, 1.25, 0.42], [0.51, -2.40, 0.86], [0.78, -1.62, -0.33], [2.21, -1.45, -0.50], [-0.57, -2.61, 0.93], [1.00, -3.38, 0.82], [0.85, -1.88, 1.77], [0.06, -0.61, -0.22], [2.67, -0.93, 0.35], [2.42, -0.88, -1.40], [2.73, -2.41, -0.62]], "total_charge": 0, "homo_energy_ha": -0.2791, "homo_lumo_gap_ha": 0.306, "smiles": "CC(=O)N(C)N.CNC"}

---

--- Q ---
{"formula": "C5H15N3O", "method": "ωB97M-V/def2-TZVPD", "elements": ["H", "N", "C", "N", "O", "H", "H", "H", "H", "N", "C", "C", "H", "H", "H", "H", "C", "C", "H", "H", "H", "H", "H", "H"], "coordinates": [[-0.11, -0.35, -2.23], [0.53, -0.87, -1.64], [0.01, -1.86, -1.07], [0.74, -2.61, -0.20], [-1.29, -2.27, -1.18], [1.74, -2.51, -0.27], [0.39, -3.54, -0.03], [-1.84, -1.73, -0.57], [-1.92, -1.07, 1.74], [-2.08, -0.64, 0.83], [-1.98, 0.61, 0.79], [-2.17, 1.36, -0.47], [-1.75, 1.23, 1.67], [-2.52, 0.69, -1.26], [-1.22, 1.81, -0.77], [-2.90, 2.15, -0.32], [1.37, 1.17, 0.98], [2.71, 1.23, 0.27], [1.51, 0.94, 2.04], [0.86, 2.13, 0.90], [0.76, 0.40, 0.53], [2.57, 1.40, -0.79], [3.33, 2.02, 0.67], [3.24, 0.28, 0.38]], "total_charge": 0, "homo_energy_ha": -0.3358, "homo_lumo_gap_ha": 0.370, "smiles": "[H]/N=C(/N)O.[H]/N=C/C.CC"}

---

--- R ---
{"formula": "C5H15N3O", "method": "ωB97M-V/def2-TZVPD", "elements": ["C", "N", "C", "C", "O", "H", "H", "H", "H", "H", "H", "H", "H", "H", "H", "N", "C", "C", "N", "H", "H", "H", "H", "H"], "coordinates": [[-1.80, 0.87, -0.72], [-1.75, -0.56, -0.45], [-0.87, -1.32, -1.33], [-1.29, -1.20, -2.79], [0.48, -0.95, -1.23], [-2.37, 1.04, -1.63], [-2.30, 1.36, 0.11], [-0.80, 1.32, -0.85], [-1.42, -0.70, 0.50], [-0.99, -2.37, -1.01], [-0.74, -1.93, -3.38], [-2.36, -1.38, -2.88], [-1.06, -0.21, -3.16], [0.73, -0.98, -0.28], [0.57, -1.14, 2.46], [0.86, -0.69, 1.55], [1.46, 0.38, 1.86], [2.01, 1.33, 0.85], [1.57, 0.75, 3.19], [1.81, 0.94, -0.15], [3.08, 1.44, 1.00], [1.54, 2.30, 0.96], [2.07, 1.59, 3.43], [1.56, 0.07, 3.94]], "total_charge": 0, "homo_energy_ha": -0.3126, "homo_lumo_gap_ha": 0.336, "smiles": "CN[C@@H](C)O.[H]/N=C(/C)N"}

---

The winner here is R, beating the second structure by 4.2 kcal/mol.